# 1
Here is a 2-piece molecular cluster, C12H19BrNO2S2 overall from the OMol25 dataset. Energies are from ωB97M-V/def2-TZVPD.

Computed properties:
**Energy**: -110042.209 eV
**HOMO level**: -12.2952 eV
**Orbital gap**: 8.479 eV

```
! RIJCOSX wB97M-V def2-TZVPD def2/J DEFGRID3
* xyz 1 1
H 1.2386 4.3037 -0.3149
C -0.3744 2.9959 -2.3982
S 0.7852 2.0177 -1.3947
C -0.3752 2.5524 -3.8678
C 2.1609 -5.0599 3.8389
C -0.0931 -3.9782 2.4344
S 2.1331 3.3383 -0.5927
C 1.1817 -3.2320 2.5392
H -1.1525 -5.7472 2.9323
C -0.2614 1.4492 -0.0295
H 3.2160 -3.2897 3.3396
H 2.9580 -5.5453 4.3872
H -2.4842 4.5954 -4.5964
H 1.4053 1.3439 1.3196
C -1.7593 2.6676 -4.5270
H -2.5447 2.4759 -3.7853
C 0.8833 -5.8156 3.7386
H -0.8895 -3.4885 1.8880
Br -2.0381 -0.2041 1.9570
C 0.5401 0.7334 1.0450
O 0.7570 -6.9051 4.2458
O 1.3056 -2.1315 2.0294
H -2.4448 3.8744 -6.0341
H -0.9628 0.7772 -0.5308
C -0.2336 -5.1780 2.9907
H -0.4231 1.4374 2.8682
H -0.0861 4.0403 -2.2873
C 2.2977 -3.8600 3.2817
H 0.0163 1.5358 -3.9564
H -1.8394 1.8870 -5.2828
H -0.8198 2.3089 0.3474
N -1.9255 3.9728 -5.1698
H 0.3014 3.2023 -4.4222
H 0.9137 -0.2250 0.6832
H 0.2280 -0.2235 2.9359
H -1.3501 2.8575 -1.9273
C -0.2641 0.5168 2.3150
*
```

***

# 2
Here is C12H19Cl2NO2PTl as an isolated structure in a non-equilibrium geometry from the OMol25 dataset. Energies are from ωB97M-V/def2-TZVPD.

Computed properties:
**Energy**: -57345.427 eV
**HOMO level (alpha / beta)**: -14.8178 / -13.4733 eV
**Relative energy (zero: lowest compared OMol25 entry of this formula, charge and spin)**: 0.0 kcal/mol
**Orbital gap (alpha / beta)**: 6.578 / 4.915 eV

```
! RIJCOSX wB97M-V def2-TZVPD def2/J DEFGRID3
* xyz 2 1
C -0.3449 -0.7993 3.5827
C 0.5350 1.2099 5.3314
C 1.2378 2.7569 -1.3624
H -0.6517 -1.5936 2.8897
H -1.0736 0.5294 6.6549
H -1.8297 -1.2485 5.0550
C -1.4827 0.6662 0.6279
C -0.9899 -0.6125 4.7927
O -2.5564 -3.6281 -3.2734
C -1.4786 -3.9322 -3.6071
O -2.0959 0.2796 1.5123
Cl 1.4080 -0.1825 -0.7361
N 1.4137 -0.2084 2.0831
H 0.9945 -0.7626 1.3129
H -1.0304 3.3968 -2.6513
H 0.1305 1.8048 -3.7616
H -0.9765 0.4542 -3.3984
C 0.7556 0.0078 3.2445
C -0.5498 0.3855 5.6646
Tl 0.4289 -2.9785 -2.1270
P -0.1471 1.5562 -1.4128
H -1.0319 -5.1166 -5.2925
H 0.7978 0.2178 -3.2467
H 1.1317 3.3641 -0.4579
H 2.0428 1.6494 3.8436
H 0.2117 -3.7646 -4.9897
H 0.3184 -5.1311 -3.9886
H 0.8652 1.9906 6.0204
C 1.1954 1.0267 4.1249
C -0.4487 -4.5495 -4.5551
Cl 3.0656 -2.4686 -2.1412
H 1.1439 3.3978 -2.2426
C -1.4077 2.8282 -1.7891
H 2.2021 2.2494 -1.3490
H -2.3483 2.3440 -2.0452
H 2.1234 0.4528 1.7464
H -1.5332 3.4815 -0.9300
C -0.0248 0.9265 -3.1292
*
```

***

# 3
Here is a 3-piece molecular cluster, C12H19Cl4N2 overall in a non-equilibrium geometry from the OMol25 dataset. Energies are from ωB97M-V/def2-TZVPD.

Computed properties:
**Energy**: -65816.173 eV
**HOMO level**: -12.4459 eV
**Orbital gap**: 8.286 eV

```
! RIJCOSX wB97M-V def2-TZVPD def2/J DEFGRID3
* xyz 1 1
H -6.6269 -1.3437 -0.1535
H 3.4016 -1.0352 2.6463
C -5.0860 0.0153 -0.7311
H 3.8499 -1.5202 -3.4002
C 1.7311 1.7578 0.6091
H -4.8266 -0.5908 -1.5979
N -1.5659 0.1005 1.7158
H 2.6373 -2.9759 -1.7252
C -0.0461 0.1980 -0.2056
H 0.0229 0.7368 -1.1483
C 2.8555 1.9897 1.3701
Cl 3.2894 -0.1684 -1.5583
N 3.4124 0.9823 2.0570
Cl -6.9214 0.5335 1.2188
Cl -4.8605 1.7214 -1.2018
H 1.2583 2.5582 0.0655
C -1.2290 0.6801 0.6429
H 4.1475 -3.6748 -2.3142
H -7.2151 0.0489 -1.0678
C 4.1221 -1.5410 -2.3468
H -2.9550 1.8913 0.6849
Cl 4.3078 -3.0299 -0.0616
C -1.9825 1.9008 0.2157
C 1.2036 0.4668 0.5827
H 4.2422 1.1771 2.6019
H -0.1274 -0.8635 -0.4245
C 3.7179 -2.8575 -1.7385
C -6.5040 -0.2736 -0.3117
H -4.3836 -0.2075 0.0710
H 1.3679 -1.5385 1.2806
C 2.9286 -0.2671 2.0579
H -2.0335 2.0211 -0.8591
H 5.1921 -1.3712 -2.2645
H -1.4528 2.7571 0.6456
H -0.9628 -0.6989 1.9173
C 1.8064 -0.5556 1.3153
H 3.2849 2.9767 1.4121
*
```

***

# 4
Here is C12H19F5O4PdTe2 as an isolated structure in a non-equilibrium geometry from the OMol25 dataset. Energies are from ωB97M-V/def2-TZVPD.

Computed properties:
**Energy**: -52596.091 eV
**HOMO level**: -1.1281 eV
**Relative energy (zero: lowest compared OMol25 entry of this formula, charge and spin)**: 22.3 kcal/mol
**Orbital gap**: 5.603 eV

```
! RIJCOSX wB97M-V def2-TZVPD def2/J DEFGRID3
* xyz -2 1
F 0.1351 0.2152 -1.0090
H 1.2987 0.6871 4.3911
H -3.1523 -1.5333 0.7082
C -0.9842 -0.7623 7.1272
H -0.2626 0.8412 8.3740
H -1.0143 2.0521 -0.0922
H 3.6258 -1.3460 1.0136
H 4.6755 -0.0033 1.5904
C -0.2205 0.3679 7.3994
C 3.6593 -0.4259 1.5930
H 2.4775 1.6151 2.6537
C -3.2258 -0.6696 1.3655
H -1.9209 1.0775 2.5875
H 1.2893 3.3667 1.1784
H -4.2797 -0.4007 1.5311
H 1.3516 2.1232 -0.1211
O -0.3247 -2.5120 0.5531
O 2.7531 0.4472 0.9657
Pd 0.2057 -0.6040 0.9282
C -1.0014 2.1738 0.9956
H 3.3527 -0.6354 2.6250
H -1.0518 3.2401 1.2589
C 1.3414 2.2900 0.9613
F -1.1621 -3.9200 -1.5922
Te 0.3816 -2.5885 -1.2109
C 0.5956 0.8800 6.3984
H -1.6381 -1.1705 7.8913
F 1.1632 -4.2742 -0.6959
C -2.1846 1.4373 1.5837
C -0.0986 -0.8748 4.8569
H 3.4520 2.3529 1.3547
H -2.7615 -0.9310 2.3224
F 1.7396 -3.0035 -2.8230
O -2.5285 0.3781 0.7370
H -3.0282 2.1422 1.6764
O 0.2056 1.6491 1.5311
C -0.9250 -1.3614 5.8777
C 0.6528 0.2659 5.1539
F 2.1105 -1.9669 -0.4155
H 1.1963 1.7625 6.5950
H -1.5346 -2.2352 5.6689
Te -0.0445 -1.9857 2.9979
C 2.5910 1.6945 1.5617
*
```